Record 1
Entry from the Open Molecules 2025 dataset: the molecule C5H6N4 (ωB97M-V with the def2-TZVPD basis set).

Calculated values
Energy in a.u.: -412.9457
HOMO in eV: -9.23
Kohn-Sham gap in eV: 8.7
LUMO energy in eV: -0.55
ΔE to the lowest compared entry with this formula, charge and spin in kcal per mole: 111.7

Geometry as ORCA input:
```
! wB97M-V def2-TZVPD RIJCOSX def2/J DEFGRID3
* xyz 0 1
C 0.66 0.37 -1.62
C 0.05 2.31 -0.29
C 1.15 -0.74 -0.77
C -1.03 -0.12 0.16
C 0.40 -1.88 1.20
N 0.42 1.61 -1.39
N -1.57 0.97 0.40
N -0.93 2.19 0.55
N 0.32 -0.78 0.24
H 0.59 0.01 -2.69
H 0.50 3.32 -0.36
H -1.77 -0.89 0.22
H 1.02 -1.63 2.13
H -0.67 -2.13 1.55
H 0.87 -2.62 0.68
*
```

Record 2
Entry from the Open Molecules 2025 dataset: a 2-piece molecular cluster, C5H11INO overall (ωB97M-V with the def2-TZVPD basis set).

Calculated values
Energy in a.u.: -624.3076
HOMO (alpha / beta) in eV: -11.56 / -13.92
Kohn-Sham gap (alpha / beta) in eV: 8.1 / 7.6
LUMO energy (alpha / beta) in eV: -3.47 / -6.34
ΔE to the lowest compared entry with this formula, charge and spin in kcal per mole: 73.3

Geometry as ORCA input:
```
! wB97M-V def2-TZVPD RIJCOSX def2/J DEFGRID3
* xyz 1 3
C -0.95 -1.23 -0.56
C -0.64 0.14 -0.14
C 0.01 -2.19 0.16
C 1.66 -0.49 0.17
C 0.92 2.00 -0.02
N 0.74 0.57 -0.40
O 1.35 -1.74 -0.07
I 3.73 0.00 0.00
H -1.95 -1.71 -0.52
H -0.86 -1.21 -1.67
H -1.29 0.84 -0.71
H -0.86 0.17 0.90
H -0.23 -2.09 1.25
H -0.06 -3.24 -0.19
H 0.93 0.23 1.98
H 0.05 2.34 0.60
H 1.76 2.21 0.58
H 0.89 2.67 -0.79
H 0.67 0.51 -1.50
*
```

Record 3
Entry from the Open Molecules 2025 dataset: C3H4HoO3 as an isolated structure (ωB97M-V with the def2-TZVPD basis set).

Calculated values
Energy in a.u.: -1289.0839
HOMO (alpha / beta) in eV: -24.12 / -21.77
Kohn-Sham gap (alpha / beta) in eV: 10.4 / 3.7
LUMO energy (alpha / beta) in eV: -13.72 / -18.03
ΔE to the lowest compared entry with this formula, charge and spin in kcal per mole: 0.0

Geometry as ORCA input:
```
! wB97M-V def2-TZVPD RIJCOSX def2/J DEFGRID3
* xyz 3 5
O 0.14 -0.54 0.73
Ho 2.26 2.83 3.21
O 0.93 1.11 2.08
C 0.03 0.85 1.28
O -0.69 1.46 0.51
C -0.62 -0.51 -0.33
C -0.14 -1.09 -1.59
H -1.70 -0.42 -0.15
H -0.81 -1.93 -1.84
H -0.29 -0.34 -2.38
H 0.90 -1.42 -1.52
*
```

Record 4
Entry from the Open Molecules 2025 dataset: C36H50AsIrN3O6S2Si as an isolated structure (ωB97M-V with the def2-TZVPD basis set).

Calculated values
Energy in a.u.: -5443.1922
HOMO (alpha / beta) in eV: -10.78 / -11.02
Kohn-Sham gap (alpha / beta) in eV: 9.1 / 6.7
LUMO energy (alpha / beta) in eV: -1.67 / -4.37
ΔE to the lowest compared entry with this formula, charge and spin in kcal per mole: 18.4

Geometry as ORCA input:
```
! wB97M-V def2-TZVPD RIJCOSX def2/J DEFGRID3
* xyz 1 5
Ir -4.15 -17.88 -3.69
C -7.76 -20.94 -3.06
C -7.94 -19.46 -2.95
C -9.14 -18.88 -2.59
C -9.22 -17.52 -2.52
C -8.14 -16.78 -3.00
C -6.95 -17.45 -3.28
N -6.86 -18.75 -3.23
N -5.78 -16.76 -3.54
Si -5.74 -14.94 -3.69
C -5.81 -14.11 -2.04
C -7.00 -14.23 -4.86
C -4.07 -14.59 -4.49
H -8.50 -21.38 -3.71
H -8.00 -21.27 -2.07
H -6.78 -21.24 -3.29
H -10.00 -19.44 -2.33
H -10.14 -17.06 -2.26
H -8.15 -15.70 -3.09
H -6.78 -14.31 -1.65
H -5.72 -13.04 -2.13
H -5.07 -14.57 -1.38
H -7.83 -13.68 -4.34
H -7.48 -14.90 -5.57
H -6.41 -13.52 -5.43
H -3.88 -15.11 -5.45
H -3.23 -14.70 -3.83
H -4.04 -13.52 -4.83
C 1.59 -26.47 -4.74
C 0.47 -25.56 -4.39
C -0.28 -24.93 -5.40
C -1.27 -24.01 -5.08
C -1.59 -23.75 -3.75
C -0.90 -24.41 -2.71
C 0.12 -25.29 -3.03
S -2.69 -22.37 -3.36
O -4.04 -22.66 -3.75
O -2.39 -22.06 -2.01
N -2.13 -21.26 -4.41
C -0.93 -20.51 -4.02
C -0.66 -19.52 -5.11
C -1.76 -18.47 -5.33
O -2.18 -18.14 -6.41
O -2.20 -17.99 -4.19
H 2.58 -26.17 -4.44
H 1.65 -26.61 -5.85
H 1.46 -27.54 -4.48
H -0.03 -25.14 -6.43
H -1.81 -23.47 -5.87
H -1.15 -24.19 -1.68
H 0.75 -25.80 -2.27
H -2.95 -20.66 -4.56
H -0.11 -21.25 -4.07
H -1.00 -20.08 -3.04
H -0.41 -19.86 -6.13
H 0.21 -18.95 -4.82
C -5.81 -18.00 -6.69
As -5.20 -19.75 -6.27
C -4.05 -20.46 -7.70
C -6.63 -21.01 -6.12
O -4.22 -19.59 -4.91
H -5.26 -17.62 -7.57
H -5.68 -17.37 -5.81
H -6.89 -18.08 -6.98
H -3.66 -21.41 -7.29
H -3.29 -19.71 -7.91
H -4.70 -20.67 -8.58
H -6.76 -21.48 -7.10
H -7.63 -20.61 -5.85
H -6.28 -21.72 -5.34
O -4.27 -18.98 -1.74
S -4.24 -18.91 -0.21
C -3.37 -20.40 0.25
C -4.24 -21.65 0.29
C -5.53 -21.61 -0.19
C -6.32 -22.74 -0.06
C -5.81 -23.93 0.46
C -4.52 -23.94 0.94
C -3.74 -22.78 0.85
C -3.02 -17.66 0.19
C -1.63 -17.90 -0.38
C -0.61 -18.67 0.18
C 0.65 -18.76 -0.38
C 0.90 -18.10 -1.56
C -0.07 -17.28 -2.10
C -1.33 -17.15 -1.54
H -2.90 -20.24 1.20
H -2.54 -20.42 -0.45
H -5.87 -20.69 -0.59
H -7.32 -22.63 -0.49
H -6.43 -24.82 0.47
H -4.14 -24.90 1.32
H -2.70 -22.92 1.12
H -3.08 -17.67 1.27
H -3.34 -16.69 -0.10
H -0.80 -19.24 1.11
H 1.36 -19.40 0.07
H 1.88 -18.06 -2.04
H 0.13 -16.70 -2.98
H -2.03 -16.37 -1.85
*
```

Record 5
Entry from the Open Molecules 2025 dataset: the molecule C7H10 (ωB97M-V with the def2-TZVPD basis set).

Calculated values
Energy in a.u.: -272.5497
HOMO (alpha / beta) in eV: -7.93 / -7.93
Kohn-Sham gap (alpha / beta) in eV: 8.0 / 8.0
LUMO energy (alpha / beta) in eV: 0.06 / 0.06
ΔE to the lowest compared entry with this formula, charge and spin in kcal per mole: 105.6

Geometry as ORCA input:
```
! wB97M-V def2-TZVPD RIJCOSX def2/J DEFGRID3
* xyz 0 1
C -1.31 0.09 0.59
C -1.42 0.65 -0.87
C -0.03 0.82 -1.35
C 0.69 -0.50 -1.28
C 1.13 -0.69 0.18
C 1.43 0.57 0.95
C 0.10 -0.15 1.13
H -1.79 -0.90 0.61
H -1.88 0.73 1.26
H -1.92 -0.09 -1.52
H -2.01 1.57 -0.91
H 0.07 -1.37 -1.55
H 1.56 -0.46 -1.94
H 1.67 -1.60 0.41
H 1.55 1.50 0.39
H 2.12 0.47 1.78
H 0.03 -0.62 2.11
*
```

Record 6
Entry from the Open Molecules 2025 dataset: C46H24AuCl4N7 as an isolated structure (ωB97M-V with the def2-TZVPD basis set).

Calculated values
Energy in a.u.: -4127.1063
HOMO in eV: -7.59
Kohn-Sham gap in eV: 5.6
LUMO energy in eV: -1.99

Geometry as ORCA input:
```
! wB97M-V def2-TZVPD RIJCOSX def2/J DEFGRID3
* xyz 0 1
Au -0.03 0.06 -0.07
Cl -6.49 -0.75 6.72
C -5.34 -0.56 5.44
C -5.56 0.38 4.45
C -4.64 0.52 3.43
C -3.49 -0.27 3.39
C -3.29 -1.21 4.39
C -4.21 -1.36 5.43
C -2.49 -0.13 2.29
C -2.42 -1.14 1.34
C -3.34 -2.23 1.25
C -3.05 -2.91 0.11
C -1.91 -2.27 -0.48
C -1.24 -2.75 -1.60
C -1.81 -3.91 -2.34
C -2.71 -3.70 -3.38
C -3.22 -4.77 -4.10
C -2.84 -6.06 -3.77
Cl -3.46 -7.40 -4.67
C -1.95 -6.29 -2.73
C -1.45 -5.21 -2.01
C -0.01 -2.26 -2.02
N 0.64 -1.16 -1.52
C 1.86 -1.09 -2.12
C 2.79 -0.07 -1.97
C 4.08 -0.17 -2.71
C 4.12 -0.01 -4.09
C 5.32 -0.05 -4.78
C 6.49 -0.25 -4.08
Cl 8.00 -0.29 -4.93
C 6.48 -0.42 -2.71
C 5.27 -0.37 -2.02
C 2.56 1.08 -1.22
C 3.43 2.22 -1.19
C 2.84 3.16 -0.43
C 1.61 2.60 0.05
N 1.45 1.36 -0.48
C 0.77 3.21 0.98
C -0.30 2.58 1.58
C -1.01 3.11 2.72
C -1.88 2.15 3.13
C -1.74 1.04 2.24
N -0.77 1.33 1.31
C 1.12 4.59 1.45
C 0.33 5.68 1.08
C 0.66 6.95 1.51
C 1.76 7.14 2.32
Cl 2.18 8.74 2.85
C 2.54 6.06 2.71
C 2.22 4.79 2.27
C 2.00 -2.20 -3.02
C 0.84 -2.90 -2.98
N -1.56 -1.19 0.28
H -6.46 0.99 4.48
H -4.81 1.25 2.65
H -2.40 -1.83 4.38
H -4.04 -2.08 6.21
H -4.13 -2.44 1.96
H -3.53 -3.79 -0.29
H -3.01 -2.69 -3.63
H -3.92 -4.61 -4.91
H -1.66 -7.30 -2.48
H -0.75 -5.39 -1.20
H 3.19 0.15 -4.63
H 5.34 0.08 -5.86
H 7.41 -0.59 -2.17
H 5.26 -0.50 -0.95
H 4.38 2.28 -1.70
H 3.20 4.15 -0.20
H -0.84 4.07 3.16
H -2.55 2.19 3.97
H -0.53 5.52 0.45
H 0.05 7.80 1.22
H 3.39 6.22 3.37
H 2.82 3.94 2.59
H 2.88 -2.41 -3.61
H 0.59 -3.79 -3.53
N 3.88 2.01 4.46
C 3.62 1.37 3.52
N 3.43 0.67 2.43
C 2.47 -0.07 2.04
N 1.66 -0.79 1.59
*
```

Record 7
Entry from the Open Molecules 2025 dataset: C21H18ClMnNO6 as an isolated structure (ωB97M-V with the def2-TZVPD basis set).

Calculated values
Energy in a.u.: -2928.2203
HOMO (alpha / beta) in eV: -9.14 / -9.28
Kohn-Sham gap (alpha / beta) in eV: 8.6 / 8.7
LUMO energy (alpha / beta) in eV: -0.49 / -0.59
ΔE to the lowest compared entry with this formula, charge and spin in kcal per mole: 21.0

Geometry as ORCA input:
```
! wB97M-V def2-TZVPD RIJCOSX def2/J DEFGRID3
* xyz 0 6
Mn -0.94 -1.36 0.43
C 0.66 2.20 3.47
C 0.08 0.78 3.43
C 0.77 -0.30 4.04
C 0.25 -1.58 3.98
C -1.02 -1.81 3.49
C -1.74 -0.79 2.93
C -1.14 0.48 2.91
H 1.51 2.29 2.82
H 1.07 2.43 4.44
H -0.03 2.92 3.13
H 1.74 -0.07 4.44
H 0.78 -2.43 4.41
H -1.35 -2.81 3.63
H -2.76 -0.96 2.57
H -1.73 1.27 2.52
N 1.12 -1.20 0.78
C 2.01 -1.14 0.03
C 3.05 -1.01 -0.95
C 4.31 -0.48 -0.53
C 5.27 -0.24 -1.50
C 5.05 -0.62 -2.81
C 3.83 -1.11 -3.20
C 2.80 -1.33 -2.29
H 4.38 -0.28 0.53
H 6.30 0.14 -1.35
H 5.86 -0.52 -3.52
H 3.74 -1.34 -4.30
H 1.85 -1.77 -2.51
O -0.82 -0.56 -1.68
C -1.27 0.53 -1.21
O -1.26 0.71 0.06
C -1.92 1.54 -2.08
C -2.33 2.75 -1.51
C -3.13 3.61 -2.26
C -3.44 3.25 -3.58
C -2.82 2.21 -4.19
C -2.01 1.32 -3.45
H -2.12 2.86 -0.46
H -3.68 4.49 -1.78
H -4.15 3.82 -4.16
H -3.03 1.92 -5.20
H -1.53 0.42 -3.90
O -3.00 -2.46 0.26
Cl -2.51 -3.66 0.90
O -3.11 -3.82 2.17
O -0.99 -3.47 0.99
O -2.64 -4.84 0.05
*
```

Record 8
Entry from the Open Molecules 2025 dataset: a 12-piece molecular cluster, C22H60Cl8O10 overall (ωB97M-V with the def2-TZVPD basis set).

Calculated values
Energy in a.u.: -5307.9440
HOMO in eV: -9.54
Kohn-Sham gap in eV: 9.9
LUMO energy in eV: 0.32
SMILES string: ClC(Cl)(Cl)Cl.ClC(Cl)(Cl)Cl.CCO.CCO.CCO.CCO.CCO.CCO.CCO.CCO.CCO.CCO

Geometry as ORCA input:
```
! wB97M-V def2-TZVPD RIJCOSX def2/J DEFGRID3
* xyz 0 1
Cl 2.60 -2.33 4.88
C 1.88 -1.46 3.59
Cl 0.42 -2.35 3.02
Cl 1.33 0.13 4.16
Cl 3.02 -1.24 2.31
Cl 3.10 2.95 2.54
C 3.78 4.11 3.68
Cl 4.27 5.50 2.74
Cl 2.51 4.53 4.85
Cl 5.18 3.41 4.44
C 2.09 2.84 -4.58
C 3.24 2.29 -3.81
O 2.90 1.12 -3.07
H 2.48 3.51 -5.33
H 1.50 3.50 -4.02
H 1.53 2.12 -5.21
H 3.64 2.92 -3.02
H 4.07 2.06 -4.47
H 2.21 0.56 -3.59
C 1.14 -6.45 -5.16
C 0.78 -5.07 -4.61
O -0.41 -4.66 -5.24
H 1.31 -6.34 -6.29
H 0.44 -7.25 -4.97
H 2.06 -6.75 -4.60
H 1.66 -4.39 -4.59
H 0.43 -5.11 -3.53
H -0.20 -4.36 -6.10
C -4.88 0.71 -1.30
C -3.67 1.52 -1.14
O -3.42 1.66 0.29
H -5.17 0.75 -2.35
H -5.67 1.14 -0.73
H -4.73 -0.34 -1.00
H -3.69 2.52 -1.61
H -2.77 1.07 -1.51
H -2.64 1.15 0.42
C 0.10 6.32 0.89
C -0.19 6.12 2.34
O -0.14 4.81 2.82
H -0.50 5.69 0.21
H 1.20 6.23 0.74
H -0.13 7.39 0.68
H -1.20 6.40 2.69
H 0.47 6.74 2.92
H 0.82 4.55 2.76
C 6.01 1.56 1.09
C 5.34 1.98 -0.19
O 4.12 1.27 -0.23
H 5.36 1.65 1.93
H 6.89 2.11 1.34
H 6.30 0.51 1.00
H 5.98 1.76 -1.11
H 5.10 3.05 -0.25
H 3.79 1.23 -1.14
C 0.51 -1.38 -2.89
C -0.69 -2.14 -3.37
O -1.72 -1.84 -2.38
H 0.30 -0.34 -2.70
H 1.41 -1.38 -3.59
H 1.03 -1.75 -2.01
H -0.49 -3.19 -3.61
H -1.07 -1.69 -4.33
H -2.34 -2.58 -2.38
C 0.51 1.03 1.11
C 0.24 -0.07 0.11
O -1.17 0.02 -0.21
H -0.07 0.72 2.07
H 0.19 2.03 0.77
H 1.56 1.06 1.49
H 0.37 -1.04 0.45
H 0.78 0.08 -0.80
H -1.35 -0.58 -0.94
C -1.20 -4.73 -0.39
C -2.61 -5.13 -0.60
O -3.34 -4.04 -1.13
H -0.62 -5.53 -0.38
H -1.14 -4.15 0.61
H -0.67 -4.08 -1.11
H -3.06 -5.49 0.39
H -2.73 -5.95 -1.36
H -3.78 -3.57 -0.39
C -3.48 -3.50 3.16
C -3.14 -2.09 2.65
O -2.57 -2.26 1.29
H -2.62 -4.20 3.14
H -4.11 -3.95 2.41
H -3.97 -3.47 4.17
H -2.35 -1.71 3.22
H -3.98 -1.35 2.63
H -2.30 -1.41 0.93
C -1.95 2.67 4.55
C -2.69 1.39 4.10
O -2.68 0.31 5.10
H -1.61 3.29 3.70
H -1.12 2.42 5.20
H -2.58 3.34 5.19
H -2.26 0.95 3.22
H -3.69 1.52 3.66
H -3.43 0.46 5.67
*
```